113
Properties=species:S:1:pos:R:3:forces:R:3:lowdin_charge:R:1 method="wB97M-V/def2-TZVPD" total_energy_ev=-212792.1003 fmax_ev_per_a=3.26 charge=0 orbital_gap_ha=0.3492 lumo_ha=0.010
C -6.821 -1.035 0.188 -1.520 0.164 0.629 -1.568
Cl -6.590 -0.992 1.946 0.306 0.235 0.057 0.503
Cl -6.630 -2.719 -0.334 0.001 0.392 -0.368 0.521
Cl -5.892 0.150 -0.678 0.620 -0.090 -0.153 0.570
H -7.866 -0.696 0.065 0.568 -0.724 -0.181 0.017
C 2.420 2.125 3.444 -1.057 0.672 0.639 -1.543
Cl 3.528 3.462 3.131 0.330 0.354 0.838 0.537
Cl 2.940 0.958 4.657 0.432 0.243 -0.089 0.657
Cl 2.192 1.434 1.879 -0.547 -1.141 -0.715 0.597
H 1.449 2.498 3.848 0.774 -0.073 -0.554 0.008
C -3.715 -3.791 1.805 0.588 -1.852 0.405 -1.520
Cl -2.306 -5.028 1.751 -0.797 0.974 0.113 0.441
Cl -3.320 -2.352 0.998 0.383 0.674 -0.847 0.599
Cl -4.140 -3.419 3.464 -0.059 -0.289 0.273 0.526
H -4.510 -4.374 1.336 0.028 0.545 0.075 0.004
C 6.099 0.138 -0.700 -0.981 0.013 -2.721 -1.687
Cl 7.384 -0.845 -1.384 0.703 -0.353 0.368 0.552
Cl 6.557 1.420 0.300 0.901 1.157 1.072 0.609
Cl 4.864 -0.816 0.049 -0.513 -0.705 0.383 0.578
H 5.689 0.576 -1.638 -0.064 -0.249 0.980 0.003
C -0.082 -2.832 4.907 -1.018 -0.484 0.769 -0.077
C 1.083 -1.953 5.394 -1.988 0.372 -2.553 -0.177
O 2.108 -2.012 4.354 -1.356 0.130 0.940 -0.039
C 3.340 -2.211 4.810 -0.707 0.588 -1.358 -0.672
O 3.677 -2.243 5.957 0.617 -0.211 0.056 0.124
O 4.052 -2.296 3.676 1.354 -0.205 0.736 -0.039
C 5.485 -2.413 3.877 -0.156 0.607 -0.015 -0.015
H 0.299 -3.862 4.923 -0.293 0.071 -0.339 0.078
H -0.507 -2.602 3.905 0.440 0.027 0.675 0.062
H -0.938 -2.838 5.684 1.286 0.222 -1.130 0.101
H 1.473 -2.508 6.195 0.491 0.466 1.774 0.100
H 0.661 -0.903 5.479 1.290 -1.105 0.487 0.111
H 5.956 -1.633 3.260 -0.194 -0.456 -0.069 0.085
H 5.774 -3.425 3.539 0.117 0.610 0.538 0.104
H 5.703 -2.133 4.927 0.083 -0.790 -0.553 0.098
C 2.954 1.749 -1.433 -1.273 -0.881 0.098 -0.097
C 2.639 2.156 -2.851 -1.034 -0.577 -0.689 -0.170
O 1.172 2.014 -3.031 1.424 0.117 0.177 -0.005
C 0.634 3.048 -3.674 1.597 1.184 -0.337 -0.628
O 1.266 3.975 -4.174 -1.499 -1.085 0.415 0.103
O -0.653 2.874 -3.597 -0.283 -0.423 0.002 -0.054
C -1.538 3.777 -4.208 -1.686 -0.317 -0.020 -0.044
H 4.031 1.841 -1.323 -0.087 0.358 0.673 0.044
H 2.690 0.670 -1.287 0.309 0.710 -0.140 0.049
H 2.288 2.286 -0.687 1.296 -0.171 -0.860 0.063
H 3.089 1.483 -3.627 -0.135 0.600 0.743 0.138
H 2.843 3.198 -3.094 0.400 -0.243 0.159 0.113
H -1.383 3.880 -5.269 0.481 0.238 -0.313 0.100
H -1.577 4.726 -3.683 0.197 0.138 -0.090 0.096
H -2.494 3.239 -4.107 0.129 0.532 -0.055 0.102
C -1.702 -0.197 -1.719 -0.293 0.570 -0.383 -0.037
C -0.664 0.128 -0.689 0.126 0.434 -0.086 -0.174
O -0.538 -0.845 0.364 -0.511 -0.018 0.571 -0.008
C 0.460 -1.697 0.340 1.306 0.314 -2.315 -0.586
O 1.213 -1.834 -0.637 -0.818 -0.096 1.777 0.060
O 0.545 -2.336 1.487 -1.166 0.741 0.487 -0.001
C 1.578 -3.270 1.577 1.515 0.049 -0.871 -0.044
H -1.665 -1.192 -2.104 0.126 -0.954 -0.008 0.065
H -1.494 0.430 -2.594 -0.203 0.197 0.157 0.079
H -2.706 0.024 -1.362 -0.097 -0.103 -0.038 0.064
H -0.997 1.031 -0.163 0.431 -0.053 -0.098 0.121
H 0.293 0.266 -1.195 0.052 0.050 0.383 0.099
H 2.545 -2.740 1.378 -0.705 -0.927 0.140 0.110
H 1.343 -4.073 0.911 0.395 -0.401 -1.064 0.094
H 1.580 -3.762 2.513 -0.108 0.317 1.303 0.074
C -0.917 4.190 -0.887 0.744 1.679 -1.072 -0.001
C -1.141 3.881 0.502 0.931 0.173 0.801 -0.594
O -2.140 3.331 0.886 -1.096 -0.928 0.730 0.064
N -0.139 4.255 1.357 -0.067 0.039 -1.591 0.030
C 0.818 5.315 1.024 -0.641 0.573 1.221 -0.080
H 0.118 4.072 -1.169 0.343 -0.075 -0.181 0.078
H -1.159 5.251 -1.021 0.072 -0.001 -0.141 0.117
H -1.533 3.638 -1.529 -0.905 -0.866 -0.651 0.065
H -0.427 3.996 2.262 0.278 0.238 1.627 0.114
H 1.458 5.069 0.182 0.035 -0.143 0.072 0.075
H 1.418 5.524 1.917 0.097 -0.306 -0.323 0.070
H 0.297 6.277 0.829 0.194 -0.494 -0.195 0.093
C -3.955 -1.126 -5.308 0.572 0.864 -0.482 0.012
C -3.025 0.036 -5.720 0.049 -1.960 0.341 -0.553
O -3.359 1.175 -5.507 -0.414 1.333 0.036 0.030
N -1.796 -0.282 -6.210 -0.007 1.044 -0.243 0.028
C -0.794 0.792 -6.231 -0.316 -0.387 1.415 -0.047
H -3.905 -1.139 -4.226 0.022 -0.242 0.295 0.068
H -3.655 -2.081 -5.723 -0.029 -0.120 0.017 0.070
H -4.974 -0.852 -5.574 0.038 -0.118 -0.129 0.077
H -1.395 -1.202 -6.119 -0.486 -0.265 0.224 0.085
H -1.078 1.556 -5.456 0.355 -0.760 -0.969 0.071
H -0.645 1.256 -7.193 -0.100 0.111 -0.324 0.081
H 0.109 0.273 -5.907 0.337 0.490 -0.216 0.063
C -1.412 0.458 3.055 0.422 -0.061 0.659 0.016
C -1.221 0.964 4.487 -1.752 -2.132 0.680 -0.524
O -0.761 2.047 4.716 1.020 1.532 0.191 0.042
N -1.688 0.157 5.540 0.418 1.390 -1.168 0.001
C -1.535 0.618 6.916 1.533 0.015 -1.003 -0.065
H -0.522 0.815 2.530 -0.269 -0.168 -0.203 0.045
H -2.298 0.929 2.623 0.084 0.075 0.030 0.093
H -1.494 -0.630 2.949 0.039 0.249 0.135 0.052
H -2.017 -0.731 5.285 -0.472 -1.139 -0.033 0.084
H -1.903 1.626 6.923 0.075 0.596 0.361 0.076
H -0.440 0.593 7.091 -0.537 0.434 0.460 0.089
H -2.010 0.062 7.704 -0.471 -0.645 -0.240 0.077
C -0.655 -4.226 -3.049 2.160 -0.013 -0.817 0.014
C -0.130 -3.012 -3.857 -1.295 -1.895 0.116 -0.585
O -0.736 -2.660 -4.854 -0.567 0.669 -0.691 0.020
N 0.953 -2.409 -3.437 2.156 0.318 1.979 0.026
C 1.273 -1.033 -3.814 1.050 -1.820 0.606 -0.042
H 0.213 -5.007 -3.004 -1.802 1.275 0.433 0.119
H -1.482 -4.590 -3.628 -0.238 -0.485 -0.198 0.062
H -1.044 -3.853 -2.103 0.396 -0.363 0.347 0.063
H 1.489 -2.785 -2.626 -1.157 0.548 -0.918 0.141
H 0.393 -0.473 -3.889 -1.281 0.997 0.202 0.044
H 1.723 -1.057 -4.780 0.673 0.328 -0.738 0.083
H 1.952 -0.685 -3.034 -0.145 0.328 -0.332 0.078


114
Properties=species:S:1:pos:R:3:forces:R:3:lowdin_charge:R:1 method="wB97M-V/def2-TZVPD" total_energy_ev=-98948.4872 fmax_ev_per_a=5.43 charge=+1 orbital_gap_ha=0.3691 lumo_ha=-0.075
Li -10.291 9.697 -14.347 -0.039 0.387 0.062 0.689
Li -8.117 13.446 -17.173 0.010 0.943 0.403 0.725
P -9.899 13.092 -15.018 1.289 1.902 0.675 0.263
F -8.369 12.765 -14.650 0.392 -0.462 3.098 -0.160
F -10.255 13.911 -13.576 0.398 -1.809 -2.552 -0.153
F -9.211 14.482 -15.640 -0.815 -0.129 0.057 -0.216
F -11.209 13.458 -15.811 -0.927 0.018 1.023 -0.098
F -9.426 12.273 -16.329 -0.284 -0.820 -2.851 -0.215
F -10.493 11.671 -14.458 0.224 1.212 0.474 -0.198
C -13.668 15.529 -16.244 -0.909 -0.640 0.996 -0.059
C -15.109 15.078 -16.320 -1.757 0.064 -1.956 -0.201
O -15.761 14.767 -15.055 2.291 1.371 1.207 0.054
C -17.011 14.435 -15.003 -2.339 -3.894 -2.973 -0.511
O -17.645 14.192 -16.060 0.653 1.165 3.307 0.068
O -17.369 14.020 -13.721 2.390 1.900 -1.483 -0.016
C -18.459 13.195 -13.512 -2.456 0.018 -0.515 -0.087
H -13.166 15.376 -17.199 -0.274 0.039 -0.015 0.072
H -13.211 14.860 -15.515 0.551 0.553 0.153 0.070
H -13.689 16.586 -15.978 0.621 -0.152 0.272 0.086
H -15.275 14.267 -17.029 0.320 -0.765 0.537 0.118
H -15.691 15.819 -16.870 -0.276 0.482 0.561 0.125
H -18.236 12.255 -13.006 0.558 0.108 -0.241 0.095
H -19.017 13.042 -14.436 0.337 -0.435 -0.223 0.091
H -19.202 13.714 -12.905 0.226 0.166 0.386 0.093
C -9.741 8.887 -18.964 -0.154 -0.350 -0.778 -0.060
C -10.589 8.002 -17.980 1.806 2.172 -1.873 -0.121
O -11.949 8.549 -17.930 2.052 -2.739 -1.071 0.094
C -12.204 9.442 -17.061 -0.167 2.201 2.293 -0.610
O -11.450 9.973 -16.240 -0.379 -1.151 -0.482 0.044
O -13.479 9.754 -17.203 0.092 -0.710 -0.273 0.038
C -14.105 10.612 -16.306 -1.252 2.195 -0.062 -0.042
H -8.949 8.288 -19.413 0.138 -0.286 0.283 0.073
H -9.244 9.794 -18.620 -0.388 -0.079 0.696 0.065
H -10.313 9.182 -19.845 -0.403 -0.018 0.126 0.080
H -9.985 8.056 -17.074 -1.023 -0.361 0.561 0.112
H -10.549 7.022 -18.454 -0.953 -0.017 0.576 0.127
H -14.988 10.959 -16.842 -0.363 -0.482 0.134 0.103
H -13.610 11.574 -16.179 0.789 -0.324 0.349 0.094
H -14.422 10.203 -15.346 0.400 -0.396 -0.115 0.101
C -2.492 11.665 -15.312 -0.681 -0.987 -0.201 -0.059
C -3.101 13.000 -15.371 -0.347 2.659 0.596 -0.227
O -4.461 13.067 -15.835 -2.029 -0.729 -0.273 0.017
C -5.341 14.097 -15.687 2.830 -0.513 -0.649 -0.547
O -6.416 14.053 -16.228 -0.344 0.007 0.161 0.049
O -4.755 15.129 -15.078 -0.448 -1.054 0.822 0.017
C -5.405 16.384 -15.144 -1.060 0.922 -1.257 -0.011
H -2.706 11.084 -16.209 0.268 -0.048 -0.078 0.086
H -2.914 11.140 -14.454 0.326 -0.298 0.019 0.082
H -1.421 11.834 -15.202 -0.039 -0.330 0.084 0.094
H -2.554 13.658 -16.045 0.222 0.131 0.226 0.136
H -3.129 13.398 -14.356 0.390 0.412 -0.066 0.114
H -4.885 16.869 -15.970 -0.234 0.582 0.213 0.108
H -5.447 17.015 -14.256 0.913 -0.668 0.340 0.106
H -6.458 16.275 -15.407 0.043 -0.279 -0.237 0.091
C -7.690 14.966 -21.367 -1.768 0.581 -0.675 -0.065
C -7.077 15.973 -20.403 1.846 -2.372 -0.985 -0.239
O -7.941 16.836 -19.739 -2.083 1.167 1.149 0.061
C -8.683 16.398 -18.700 0.209 -1.049 0.825 -0.489
O -8.558 15.260 -18.243 -0.475 0.977 -0.456 0.036
O -9.485 17.362 -18.203 1.734 -0.291 -2.664 0.015
C -10.524 17.159 -17.274 0.552 -0.851 1.584 -0.026
H -8.258 15.562 -22.082 -0.495 -0.073 -0.051 0.081
H -8.377 14.260 -20.899 -0.011 0.093 0.161 0.070
H -7.064 14.385 -22.045 0.823 0.206 0.632 0.084
H -6.418 16.572 -21.031 0.033 0.374 0.579 0.133
H -6.496 15.352 -19.720 0.253 0.586 0.497 0.117
H -10.996 18.133 -17.139 -0.164 -0.331 -0.270 0.110
H -10.048 16.865 -16.338 -0.146 0.117 0.271 0.092
H -11.191 16.325 -17.492 -0.070 0.333 -0.580 0.081
C -0.633 13.766 -12.050 0.156 0.830 -1.222 -0.067
C -1.371 14.130 -10.805 0.381 -1.604 1.621 -0.199
O -2.780 14.256 -10.982 1.388 3.421 -0.541 0.064
C -3.655 13.325 -10.972 1.684 -3.828 1.408 -0.693
O -3.562 12.280 -10.368 -0.060 -0.146 0.380 0.131
O -4.574 13.580 -11.816 -2.619 1.737 -2.359 0.047
C -5.423 12.547 -12.240 -0.685 -1.548 -0.140 -0.036
H -1.061 14.350 -12.865 -0.021 -0.198 -0.369 0.077
H -0.617 12.702 -12.289 -0.349 0.042 0.072 0.082
H 0.407 14.088 -12.010 0.042 -0.024 0.311 0.085
H -1.014 15.036 -10.316 -0.267 0.065 -0.341 0.132
H -1.162 13.297 -10.134 -0.344 0.156 0.575 0.123
H -4.877 11.670 -12.587 0.416 0.187 0.099 0.091
H -6.053 12.851 -13.076 0.214 0.656 0.114 0.091
H -6.088 12.147 -11.475 0.116 0.389 0.359 0.098
C -8.107 7.801 -10.810 -0.409 -0.909 -1.116 -0.049
C -7.959 9.285 -10.921 -1.232 0.743 -0.837 -0.158
O -7.017 9.675 -11.955 1.709 0.543 1.550 0.065
C -7.310 9.853 -13.186 -0.557 -2.151 -2.835 -0.525
O -8.422 9.572 -13.671 1.387 1.164 0.006 0.012
O -6.143 10.079 -13.907 -1.294 0.008 1.668 -0.023
C -6.183 10.287 -15.322 -0.698 -0.118 -0.071 -0.017
H -8.947 7.527 -10.172 0.606 0.118 0.880 0.092
H -7.187 7.225 -10.716 -0.034 0.250 0.864 0.092
H -8.522 7.381 -11.726 0.102 0.435 -0.636 0.076
H -7.695 9.829 -10.014 0.530 -0.309 -0.143 0.137
H -8.909 9.707 -11.250 -0.222 -0.067 0.114 0.100
H -5.185 10.223 -15.756 0.131 0.006 0.659 0.090
H -6.569 11.290 -15.499 -0.221 -0.238 -0.298 0.074
H -6.763 9.478 -15.766 -0.317 0.312 -0.178 0.097
C -15.105 7.290 -12.575 1.011 1.270 0.568 -0.031
C -13.627 7.836 -12.599 -0.479 -3.226 -0.992 -0.212
O -13.438 9.028 -11.933 -2.057 1.312 0.945 0.085
C -12.433 9.802 -12.141 2.112 0.351 0.077 -0.570
O -11.410 9.464 -12.754 -0.953 0.510 0.121 0.008
O -12.604 10.952 -11.487 0.654 -0.408 -0.682 0.045
C -11.424 11.796 -11.405 0.201 0.327 -0.228 0.000
H -15.764 7.892 -13.200 -0.040 -0.119 0.059 0.071
H -15.431 7.336 -11.536 -0.230 0.145 -0.032 0.078
H -15.161 6.236 -12.846 0.333 0.170 -0.306 0.080
H -13.230 7.872 -13.613 -0.064 0.236 -0.067 0.120
H -13.055 7.072 -12.073 0.308 -0.016 -0.020 0.128
H -11.758 12.772 -11.052 -0.096 -0.340 0.231 0.108
H -10.929 11.973 -12.360 -0.442 -0.337 0.037 0.055
H -10.689 11.342 -10.739 -0.216 0.049 0.209 0.095


Which value of charge does entry 1 give?
0